The following is a DFT calculation (wB97M-V/def2-TZVPD) of a molecular structure, C31H30F5NO6PRuS3.

Properties
HOMO level (spin up / spin down) in eV: -7.56 / -8.13
Relative energy (zero: lowest compared OMol25 entry of this formula, charge and spin) in eV: 0.000
Spin multiplicity: 6
Calculated total energy in eV: -104371.2071
LUMO energy (spin up / spin down) in eV: 0.2 / -1.4

Positions of all 78 atoms, in Å:
Ru 0.889 0.039 0.190
O 1.809 4.311 -0.210
C 1.169 3.272 -0.278
O 1.600 2.096 0.060
C -0.275 3.252 -0.763
P -1.085 1.719 -0.195
C -1.745 2.211 1.445
C -0.869 2.223 2.534
C -1.311 2.636 3.778
C -2.620 3.076 3.935
C -3.488 3.050 2.882
C -3.082 2.597 1.651
C -2.520 1.292 -1.210
C -2.718 -0.108 -1.371
C -3.685 -0.589 -2.223
C -4.461 0.276 -2.990
C -4.289 1.659 -2.831
C -3.339 2.151 -1.935
H -0.254 3.365 -1.853
H -0.787 4.145 -0.374
H 0.146 1.885 2.415
H -0.626 2.646 4.641
H -2.950 3.415 4.917
H -4.523 3.356 3.001
H -3.750 2.572 0.817
H -2.091 -0.799 -0.793
H -3.824 -1.654 -2.318
H -5.179 -0.140 -3.701
H -4.862 2.366 -3.429
H -3.194 3.189 -1.802
F 5.675 -4.431 1.944
C 4.555 -3.951 1.386
C 3.516 -3.545 2.185
F 3.618 -3.649 3.516
C 2.350 -3.067 1.640
F 1.387 -2.740 2.497
C 2.157 -3.025 0.259
S 0.687 -2.373 -0.507
C 3.222 -3.485 -0.544
F 3.085 -3.547 -1.862
C 4.428 -3.943 0.003
F 5.392 -4.443 -0.758
C 2.679 0.304 -6.239
C 2.315 0.333 -4.765
C 3.127 -0.251 -3.805
C 2.696 -0.323 -2.487
N 1.528 0.202 -2.118
C 0.781 0.844 -3.017
C 1.122 0.929 -4.340
H 3.710 -0.003 -6.365
H 2.589 1.330 -6.652
H 2.022 -0.368 -6.802
H 4.081 -0.706 -4.072
H 3.322 -0.759 -1.754
H -0.176 1.218 -2.682
H 0.502 1.431 -5.051
C 3.947 1.985 1.958
S 3.411 0.296 1.726
O 4.248 -0.557 2.488
O 1.958 0.225 2.112
O 3.408 0.001 0.268
H 3.766 2.323 2.980
H 3.483 2.622 1.227
H 5.018 1.953 1.821
O -0.987 -0.585 1.434
S -1.450 -1.102 2.756
C -3.236 -0.957 2.690
C -3.711 -2.084 1.775
C -3.002 -3.325 2.305
C -1.546 -2.928 2.527
H -3.475 0.022 2.287
H -3.602 -1.082 3.732
H -3.375 -1.822 0.775
H -4.799 -2.141 1.769
H -3.039 -4.195 1.640
H -3.471 -3.612 3.248
H -0.990 -3.049 1.579
H -1.014 -3.477 3.306